1.
Computed, not measured: a molecular structure, C38H57N6O9PSSiY, with wB97M-V/def2-TZVPD.

Geometry as XYZ:
```
114
Properties=species:S:1:pos:R:3:mulliken_charge:R:1
Y -0.46 -0.51 -0.24 0.014
C 2.74 -3.60 0.94 -0.816
O 2.62 -3.50 2.36 -0.293
C 1.38 -3.32 2.92 -0.403
C 1.24 -3.82 4.19 -0.421
C 0.06 -3.65 4.92 -1.037
C -0.99 -3.00 4.32 -0.774
C -0.89 -2.49 3.02 1.326
C -2.10 -1.92 2.45 -1.147
N -2.17 -1.45 1.27 1.005
N -3.40 -0.97 0.86 -0.942
C -3.39 -0.86 -0.45 -0.149
O -2.43 -1.21 -1.21 0.167
C -4.58 -0.20 -1.08 0.352
C -5.69 0.19 -0.33 -0.309
C -6.74 0.85 -0.94 -0.694
C -6.70 1.14 -2.30 -0.406
C -5.60 0.76 -3.05 -0.591
C -4.54 0.09 -2.44 -0.108
C 0.32 -2.60 2.28 0.182
O 0.48 -2.10 1.09 0.419
H 3.67 -4.15 0.76 0.259
H 2.79 -2.62 0.48 0.187
H 1.90 -4.15 0.51 0.299
H 2.08 -4.35 4.61 0.561
H -0.03 -4.05 5.92 0.382
H -1.93 -2.88 4.84 0.382
H -3.00 -1.94 3.06 0.158
H -5.70 -0.04 0.72 0.439
H -7.60 1.16 -0.35 0.386
H -7.52 1.67 -2.77 0.376
H -5.55 0.99 -4.10 0.377
H -3.66 -0.20 -3.00 0.215
C -1.57 -4.51 -2.75 -0.621
C -0.12 -4.83 -2.45 -0.008
O 0.78 -3.97 -3.16 -0.507
P 1.23 -2.62 -2.35 0.492
O -0.10 -1.68 -2.57 -0.070
C -0.56 -1.30 -3.90 -0.675
C -0.65 0.20 -4.02 -0.594
O 2.23 -2.07 -3.49 -0.384
C 3.56 -1.70 -3.08 0.189
C 4.09 -0.68 -4.06 -1.389
H -2.21 -5.27 -2.30 0.447
H -1.75 -4.51 -3.83 0.286
H -1.86 -3.54 -2.34 -0.287
H 0.12 -5.85 -2.78 0.347
H 0.07 -4.77 -1.38 -0.048
H -1.53 -1.78 -4.03 0.291
H 0.14 -1.72 -4.63 0.648
H -1.36 0.61 -3.29 -0.353
H -1.00 0.45 -5.02 0.517
H 0.32 0.66 -3.83 0.073
H 4.18 -2.60 -3.05 0.389
H 3.53 -1.26 -2.07 -0.038
H 4.11 -1.10 -5.07 0.390
H 5.10 -0.39 -3.78 0.388
H 3.45 0.20 -4.04 0.175
C 6.21 -3.39 2.93 -0.960
N 5.30 -2.68 3.80 0.214
C 4.88 -3.13 5.04 -0.245
C 3.92 -2.30 5.47 -0.822
N 3.77 -1.34 4.48 0.205
C 4.60 -1.58 3.43 -0.087
S 4.69 -0.70 2.02 -0.457
H 7.14 -3.61 3.45 0.358
H 6.41 -2.74 2.08 0.320
H 5.75 -4.31 2.57 0.294
H 5.30 -4.01 5.50 0.480
H 3.33 -2.30 6.36 0.433
H 3.05 -0.64 4.42 0.259
C 1.94 1.60 2.81 -0.979
N 0.86 2.45 2.37 0.634
C 0.98 3.87 2.58 -0.922
C 0.08 4.59 1.60 -0.602
C -1.35 4.14 1.83 -0.045
N -1.42 2.70 1.95 0.285
C -2.74 2.12 1.78 -0.898
C -0.33 1.90 2.00 0.181
O -0.42 0.68 1.75 -0.615
H 2.89 1.95 2.43 0.290
H 1.79 0.59 2.44 -0.031
H 1.98 1.59 3.91 0.364
H 2.03 4.14 2.41 0.475
H 0.73 4.15 3.62 0.278
H 0.38 4.31 0.58 0.181
H 0.16 5.67 1.71 0.468
H -1.98 4.43 0.98 -0.239
H -1.77 4.61 2.73 0.365
H -3.08 2.21 0.75 0.056
H -3.43 2.64 2.44 0.537
H -2.72 1.06 2.04 0.026
C -3.98 4.83 -1.74 -0.948
Si -2.29 4.24 -2.33 -0.561
C -2.40 3.91 -4.18 -0.981
C -1.04 5.61 -2.02 -0.923
C -1.80 2.73 -1.48 -0.305
C -1.38 1.67 -1.03 1.384
H -4.36 5.65 -2.36 0.375
H -3.93 5.20 -0.71 0.306
H -4.70 4.02 -1.77 0.224
H -2.76 4.78 -4.73 0.368
H -3.07 3.08 -4.36 0.205
H -1.41 3.64 -4.56 0.270
H -1.29 6.52 -2.58 0.378
H -0.04 5.29 -2.31 0.271
H -1.01 5.87 -0.96 0.202
C 3.64 1.93 -0.42 -0.994
O 2.54 1.13 -0.01 0.564
C 1.72 0.63 -1.02 0.242
O 2.05 0.91 -2.17 -0.610
H 4.17 2.21 0.49 0.253
H 3.30 2.82 -0.96 0.266
H 4.32 1.38 -1.08 0.164
```

Properties
Calculated total energy: -3555.54307 a.u.
Highest occupied orbital energy: -0.169 Ha
Net charge: -1
Relative energy (zero: lowest compared OMol25 entry of this formula, charge and spin): 15.87 kJ/mol


2.
Computed, not measured: 9 unconnected molecules or ions with the total composition C38H58BBr4NO22S3, with wB97M-V/def2-TZVPD.

Geometry as XYZ:
```
127
Properties=species:S:1:pos:R:3:mulliken_charge:R:1
C 14.63 6.90 7.37 -1.332
C 13.14 6.97 8.06 1.040
C 12.76 5.44 8.16 -1.327
C 13.40 4.77 9.39 -0.732
C 12.93 5.48 10.72 -1.159
C 13.43 6.91 10.76 1.175
N 13.16 7.66 9.40 0.630
O 13.50 9.04 9.46 -0.220
C 14.98 6.97 11.10 -1.474
C 12.55 7.65 11.82 -1.628
C 12.00 7.56 7.13 -1.493
H 14.74 7.77 6.72 0.405
H 14.82 5.98 6.83 0.331
H 15.37 7.10 8.14 0.362
H 12.98 4.80 7.31 0.525
H 11.67 5.37 8.16 0.482
H 14.46 4.75 9.16 0.320
H 12.94 3.79 9.28 0.417
H 13.28 4.98 11.62 0.547
H 11.86 5.31 10.82 0.422
H 15.50 7.93 11.09 0.416
H 15.51 6.41 10.34 0.331
H 15.33 6.51 12.03 0.413
H 13.16 8.53 12.03 0.478
H 12.55 7.04 12.73 0.405
H 11.54 7.93 11.53 0.423
H 12.07 8.61 6.84 0.374
H 11.04 7.56 7.64 0.475
H 11.80 6.90 6.29 0.393
O 0.39 10.40 11.86 -0.580
C 1.42 11.00 11.54 0.578
O 2.74 10.56 11.71 -0.409
B 3.63 11.72 11.42 0.933
O 2.85 12.84 10.87 -0.404
C 1.59 12.49 11.04 0.578
O 0.62 13.31 10.94 -0.627
O 4.62 11.18 10.46 -0.489
C 5.87 11.41 10.88 0.553
O 6.98 11.30 10.30 -0.657
C 5.74 12.04 12.25 0.664
O 4.47 12.12 12.58 -0.481
O 6.67 12.40 13.00 -0.660
Br 20.84 4.51 6.36 -0.160
C 22.10 6.03 5.62 -0.716
C 22.21 7.22 6.60 -0.447
Br 23.56 6.76 7.90 -0.115
H 21.55 6.23 4.70 0.362
H 23.08 5.66 5.32 0.415
H 21.32 7.57 7.13 0.360
H 22.58 8.07 6.02 0.303
Br 14.75 13.61 17.44 -0.111
C 13.57 14.74 16.39 -0.606
C 13.12 14.08 15.17 -0.622
Br 14.78 13.38 14.18 -0.185
H 14.19 15.61 16.18 0.379
H 12.64 15.00 16.90 0.358
H 12.57 14.74 14.50 0.403
H 12.58 13.22 15.58 0.384
O 8.47 -0.95 8.94 -0.558
S 8.47 -1.61 10.18 1.077
O 9.70 -1.90 10.94 -0.560
O 7.12 -1.24 11.09 -0.282
C 7.18 -1.27 12.52 -0.333
C 7.93 -0.03 13.17 -0.969
C 7.82 -3.28 9.70 -0.951
H 7.56 -2.23 12.88 0.307
H 6.18 -1.08 12.89 0.336
H 8.93 0.19 12.79 0.349
H 7.99 -0.34 14.21 0.317
H 7.28 0.84 13.16 0.285
H 7.66 -3.95 10.54 0.317
H 8.58 -3.59 8.99 0.344
H 6.87 -3.09 9.19 0.322
O 21.18 5.94 14.39 -0.606
S 22.07 6.62 15.29 1.095
O 21.63 7.75 16.12 -0.596
O 22.78 5.47 16.27 -0.245
C 22.07 4.47 16.81 -0.187
C 23.04 3.60 17.64 -1.229
C 23.55 7.11 14.33 -0.891
H 21.71 3.79 16.04 0.301
H 21.39 4.92 17.54 0.333
H 22.44 2.74 17.94 0.370
H 23.26 4.05 18.61 0.321
H 23.90 3.31 17.04 0.337
H 24.03 7.73 15.09 0.329
H 23.39 7.77 13.48 0.366
H 24.15 6.26 14.00 0.301
O 16.17 -0.11 17.67 -0.602
S 15.50 -0.36 16.38 1.160
O 15.87 0.32 15.14 -0.610
O 15.58 -1.96 16.01 -0.309
C 16.66 -2.32 15.23 -0.376
C 18.00 -1.96 15.89 -1.023
C 13.78 -0.06 16.80 -0.914
H 16.46 -2.03 14.20 0.325
H 16.64 -3.40 15.03 0.342
H 18.21 -0.89 15.84 0.329
H 18.73 -2.60 15.40 0.363
H 17.85 -2.07 16.97 0.327
H 13.77 0.93 17.26 0.345
H 13.43 -0.81 17.51 0.310
H 13.42 -0.14 15.77 0.332
C 8.84 16.04 0.18 -0.305
C 9.43 15.02 0.87 -0.218
C 10.86 14.67 0.88 0.300
O 11.33 13.80 1.55 -0.514
C 11.57 15.44 -0.20 -0.323
C 10.97 16.56 -0.81 -0.223
C 9.63 17.06 -0.55 0.331
O 9.14 18.11 -1.04 -0.558
H 7.78 16.24 0.11 0.390
H 8.76 14.37 1.41 0.387
H 12.61 15.30 -0.45 0.364
H 11.60 17.11 -1.49 0.370
C 6.60 6.37 18.51 -0.243
C 5.38 6.85 18.90 -0.328
C 4.42 7.30 17.83 0.458
O 3.26 7.57 18.08 -0.516
C 4.89 7.12 16.48 -0.416
C 6.12 6.71 16.19 -0.197
C 7.12 6.29 17.14 0.274
O 8.28 6.14 16.81 -0.563
H 7.22 6.28 19.39 0.319
H 5.26 7.02 19.96 0.382
H 4.14 7.32 15.73 0.445
H 6.49 6.68 15.18 0.385
```

Properties
Calculated total energy: -14707.91387 a.u.
Highest occupied orbital energy: -0.313 Ha
Net charge: 0
Relative energy (zero: lowest compared OMol25 entry of this formula, charge and spin): 525.33 kJ/mol


3.
Computed, not measured: a molecular structure, C38H58Cl3GeIrN4Si2, with wB97M-V/def2-TZVPD.

Geometry as XYZ:
```
107
Properties=species:S:1:pos:R:3:lowdin_spin:R:1
Ir -0.08 0.06 0.04 0.123
C -0.08 1.65 -4.66 0.002
Si 0.90 1.38 -3.04 -0.002
C 2.78 1.51 -3.42 -0.001
C 0.63 2.85 -1.85 0.007
N 0.46 -0.04 -2.14 -0.027
C 0.40 -1.31 -2.60 -0.011
C 0.66 -1.65 -3.94 -0.004
C 0.60 -2.94 -4.38 -0.010
C 0.28 -3.97 -3.49 -0.006
C 0.03 -3.69 -2.17 -0.008
C 0.10 -2.38 -1.67 -0.008
N -0.10 -2.08 -0.38 -0.011
Si -0.38 -3.05 1.03 -0.002
C -2.07 -2.52 1.75 0.000
C 0.96 -2.52 2.30 -0.001
C -0.30 -4.96 0.95 0.001
H -0.17 2.71 -4.89 0.000
H -1.09 1.25 -4.58 0.000
H 0.39 1.18 -5.52 0.000
H 3.02 2.50 -3.79 0.000
H 3.14 0.79 -4.14 0.000
H 3.34 1.37 -2.50 0.000
H 0.44 3.76 -2.41 0.000
H 1.51 3.01 -1.24 0.003
H -0.20 2.68 -1.19 0.001
H 0.91 -0.85 -4.62 0.000
H 0.79 -3.17 -5.42 -0.001
H 0.20 -4.99 -3.84 0.000
H -0.24 -4.48 -1.49 0.000
H -2.12 -1.43 1.82 0.001
H -2.23 -2.93 2.74 0.000
H -2.90 -2.84 1.12 0.000
H 0.96 -1.44 2.42 0.001
H 1.96 -2.81 2.02 0.000
H 0.75 -2.96 3.27 0.000
H -1.15 -5.39 0.42 0.000
H -0.30 -5.37 1.95 0.000
H 0.61 -5.32 0.47 0.000
C 4.15 1.85 4.15 0.001
C 3.33 0.65 3.65 0.003
C 3.11 -0.35 4.78 0.001
C 3.98 -0.03 2.47 0.023
C 5.23 -0.59 2.71 -0.002
C 5.88 -1.36 1.76 0.021
C 5.21 -1.63 0.59 -0.003
C 3.97 -1.10 0.31 0.021
C 3.33 -1.53 -0.99 0.003
C 3.02 -3.03 -0.93 0.001
C 4.24 -1.27 -2.20 0.001
C 3.34 -0.22 1.22 0.012
N 2.14 0.42 0.94 0.230
C 2.03 1.71 1.25 0.151
C 0.83 2.39 1.43 0.190
N -0.40 1.85 1.36 0.195
C -1.42 2.63 1.93 0.012
C -2.47 3.16 1.15 0.008
C -3.30 4.13 1.69 -0.001
C -3.16 4.57 2.98 0.006
C -2.23 3.95 3.79 -0.001
C -1.38 2.97 3.30 0.009
C -0.54 2.29 4.36 0.000
C 0.80 3.00 4.59 0.008
C -0.40 0.78 4.15 0.002
C -2.76 2.72 -0.26 0.003
C -2.59 3.87 -1.25 0.000
C -4.18 2.17 -0.34 0.000
H 3.67 2.31 5.01 0.000
H 4.25 2.60 3.36 0.000
H 5.15 1.54 4.45 0.000
H 2.35 1.01 3.35 0.002
H 4.05 -0.72 5.19 0.000
H 2.54 -1.20 4.42 0.000
H 2.56 0.12 5.60 0.000
H 5.71 -0.43 3.67 0.000
H 6.86 -1.76 1.96 0.002
H 5.69 -2.27 -0.14 -0.001
H 2.41 -0.96 -1.11 0.001
H 3.92 -3.60 -0.70 0.000
H 2.63 -3.36 -1.89 0.000
H 2.27 -3.23 -0.17 0.000
H 5.03 -2.02 -2.26 0.000
H 4.72 -0.30 -2.13 0.000
H 3.66 -1.32 -3.11 0.000
H 2.94 2.30 1.39 0.006
H 0.89 3.45 1.68 0.007
H -4.06 4.56 1.06 0.000
H -3.79 5.35 3.38 0.000
H -2.16 4.22 4.83 0.000
H -1.11 2.42 5.29 0.000
H 1.48 2.87 3.76 0.004
H 1.27 2.60 5.49 0.000
H 0.64 4.07 4.73 0.000
H 0.09 0.54 3.22 0.001
H -1.39 0.33 4.14 0.000
H 0.17 0.35 4.97 0.000
H -2.07 1.90 -0.52 0.002
H -3.44 4.55 -1.19 0.000
H -2.54 3.48 -2.26 0.000
H -1.69 4.45 -1.04 0.000
H -4.91 2.94 -0.10 0.000
H -4.31 1.35 0.37 0.000
H -4.38 1.80 -1.34 0.000
Cl -3.19 0.21 -3.32 0.006
Ge -2.78 -0.97 -1.38 0.012
Cl -3.00 -3.02 -2.36 0.008
Cl -4.93 -1.10 -0.50 0.005
```

Properties
Calculated total energy: -5842.85072 a.u.
2S+1: 2
Highest occupied orbital energy (spin up / spin down): -0.138 / -0.143 Ha
Net charge: -1
Relative energy (zero: lowest compared OMol25 entry of this formula, charge and spin): 285.89 kJ/mol


4.
Computed, not measured: 6 unconnected molecules or ions with the total composition C38H58F5O20PS, with wB97M-V/def2-TZVPD.

Geometry as XYZ:
```
123
Properties=species:S:1:pos:R:3:mulliken_charge:R:1
C -2.48 -1.30 1.67 -0.857
C -2.18 0.01 1.83 -0.648
C -1.44 0.67 2.99 -0.748
C 0.11 0.75 3.10 2.263
P 0.59 1.57 4.77 -0.017
C -0.14 3.25 4.89 -0.480
C -1.67 3.46 5.10 -1.371
C 0.07 0.55 6.20 -0.101
C -1.35 0.68 6.78 -1.258
C 0.97 1.46 1.99 -1.481
C 0.61 2.90 1.57 -1.957
C -0.85 3.34 1.44 -0.249
C 1.41 0.58 0.80 -0.383
C 0.39 0.13 -0.26 -1.587
C -0.43 1.18 -1.02 1.040
C -0.70 0.65 -2.45 -1.558
C -1.85 1.47 -3.08 2.167
C -3.23 0.76 -2.99 -1.206
C -4.13 1.31 -1.88 -0.160
C -4.44 2.81 -2.06 -0.480
C -3.97 3.59 -0.84 0.041
O -4.14 5.00 -0.96 -0.398
C -3.46 5.60 -1.97 0.514
C -1.96 5.43 -2.03 0.067
O -4.05 6.29 -2.75 -0.587
C 2.13 -0.66 1.30 -1.734
O 1.17 -1.54 1.93 -0.451
S 0.74 -0.95 3.33 1.246
O -0.29 -1.80 3.85 -0.524
O 1.94 -0.87 4.13 -0.603
H -1.72 -2.07 1.71 0.227
H -3.50 -1.62 1.46 0.292
H -2.56 0.70 1.08 -0.024
H -1.78 0.13 3.88 0.661
H -1.87 1.66 3.08 0.294
H 0.17 3.87 4.06 0.513
H 0.36 3.67 5.77 0.606
H -2.06 4.22 4.42 0.345
H -1.86 3.86 6.10 0.343
H -2.26 2.55 5.02 0.285
H 0.26 -0.50 6.00 0.080
H 0.77 0.82 6.99 0.562
H -1.44 0.03 7.65 0.447
H -1.49 1.69 7.17 0.310
H -2.14 0.45 6.07 0.198
H 1.92 1.60 2.51 0.624
H 1.07 3.03 0.59 0.816
H 1.15 3.61 2.20 0.835
H -1.21 3.76 2.38 0.016
H -1.54 2.55 1.16 -0.395
H -0.93 4.15 0.71 0.291
H 2.17 1.18 0.28 0.973
H 0.99 -0.36 -1.04 0.842
H -0.27 -0.67 0.09 0.166
H 0.12 2.11 -1.15 0.264
H -1.41 1.35 -0.58 -0.856
H 0.21 0.71 -3.05 0.712
H -1.07 -0.37 -2.36 0.187
H -1.92 2.40 -2.52 -1.145
H -1.61 1.68 -4.12 -0.282
H -3.10 -0.31 -2.87 0.455
H -3.74 0.92 -3.94 0.431
H -3.71 1.10 -0.89 -0.262
H -5.07 0.76 -1.93 0.546
H -3.96 3.17 -2.97 0.226
H -5.52 2.97 -2.17 0.411
H -2.93 3.33 -0.63 -0.184
H -4.54 3.27 0.03 0.392
H -1.63 5.62 -3.05 0.215
H -1.47 6.15 -1.37 0.291
H -1.65 4.44 -1.70 -0.481
H 2.57 -1.14 0.43 0.765
H 2.95 -0.43 1.98 0.494
C 6.41 0.05 3.00 -0.428
C 6.07 1.02 4.12 0.413
O 5.81 2.21 3.41 -0.315
C 5.36 1.87 2.18 0.727
O 4.80 2.60 1.43 -0.509
O 5.62 0.56 1.93 -0.331
F 7.12 1.21 4.96 -0.301
H 7.47 0.10 2.73 0.300
H 6.14 -0.98 3.23 0.286
H 5.19 0.75 4.71 0.206
C -0.56 4.09 -7.87 -0.468
C -1.26 3.38 -6.73 0.357
O -0.24 3.31 -5.75 -0.167
C 0.60 4.37 -5.95 0.550
O 1.40 4.76 -5.17 -0.498
O 0.37 4.92 -7.17 -0.339
F -1.65 2.13 -7.07 -0.288
H -0.03 3.38 -8.51 0.287
H -1.23 4.69 -8.48 0.283
H -2.12 3.92 -6.31 0.270
C 1.41 -3.56 -4.88 -0.403
C 1.07 -4.25 -3.58 0.418
O 0.24 -3.30 -2.94 -0.263
C -0.38 -2.58 -3.92 0.588
O -1.32 -1.88 -3.75 -0.512
O 0.23 -2.78 -5.11 -0.338
F 2.18 -4.45 -2.82 -0.332
H 2.27 -2.89 -4.78 0.328
H 1.59 -4.26 -5.69 0.174
H 0.54 -5.19 -3.69 0.330
C -0.23 -4.48 5.65 -0.018
C -1.00 -5.78 5.74 0.369
O 0.01 -6.75 5.57 -0.328
C 1.18 -6.20 6.02 0.584
O 2.16 -6.82 6.25 -0.511
O 1.05 -4.87 6.17 -0.307
F -1.92 -5.91 4.75 -0.274
H -0.13 -4.15 4.62 0.025
H -0.67 -3.68 6.24 0.197
H -1.50 -5.95 6.70 0.265
C 3.21 -8.15 -6.88 -0.427
C 2.88 -8.83 -5.57 0.297
O 2.05 -7.87 -4.94 -0.264
C 1.43 -7.16 -5.92 0.668
O 0.48 -6.46 -5.75 -0.529
O 2.03 -7.36 -7.11 -0.312
F 3.98 -9.04 -4.81 -0.281
H 4.07 -7.49 -6.78 0.275
H 3.37 -8.84 -7.70 0.268
H 2.33 -9.77 -5.67 0.301
```

Properties
Calculated total energy: -4226.37252 a.u.
SMILES string: C=CC[C@]1(P(CC)CC)[C@H](CC)[C@H](CCCCCCCCOC(C)=O)COS1(=O)=O.O=C1OC[C@@H](F)O1.O=C1OC[C@@H](F)O1.O=C1OC[C@@H](F)O1.O=C1OC[C@@H](F)O1.O=C1OC[C@@H](F)O1
Highest occupied orbital energy: -0.285 Ha
Net charge: 0